# 1
A molecular structure, C29H53BBrF7NO12P2. Source: the OMol25 dataset; level of theory: wB97M-V/def2-TZVPD.

Geometry as XYZ:
```
106
Properties=species:S:1:pos:R:3:forces:R:3
C -0.7307 -4.2991 -2.3445 -0.5222 -0.3495 -0.0107
O 0.5544 -3.6363 -2.3844 -1.2602 0.3945 -0.4928
C 0.4407 -2.3737 -3.0972 -0.0646 0.4406 -0.3226
C 1.6127 -1.3408 -2.7117 -0.9466 -0.1369 0.1634
C 0.9885 0.1206 -2.3667 1.1478 -0.7094 -1.2601
C 1.8763 0.8901 -1.2962 -0.9280 -0.4872 -0.0713
C 1.0390 1.6256 -0.1152 1.7096 -0.1774 0.0144
B 0.1403 0.5764 0.7628 -0.7729 -0.6672 0.6981
O -0.6365 0.9630 1.9292 0.2660 0.1360 -2.1737
N 0.1042 -0.9124 0.4604 -0.4681 0.3751 0.2650
C -1.2836 -1.4352 0.5109 -0.1985 -0.4596 -0.3385
C 1.0436 -1.6648 1.3436 1.3435 0.3345 -0.5738
O 2.1444 1.8071 0.8533 -1.5084 0.2435 -0.3335
P 2.6704 3.4456 1.1329 -0.8665 1.3170 -0.6522
Br 4.2673 2.6100 2.6214 0.7661 -0.7681 0.5686
C 2.9334 5.3066 1.5442 1.3482 1.2204 -0.4492
C 3.1028 6.2431 0.2762 -0.0327 2.8013 1.1312
O 3.0212 7.4955 0.3990 0.0866 -3.6051 -0.4032
C 4.0126 3.2807 -0.2012 0.3864 -0.7378 -1.2244
C 5.4508 3.8683 0.1175 1.0487 -0.2658 -1.3339
C 6.1756 4.5194 -1.1744 -0.5439 -0.3729 1.8514
F 7.5423 4.1951 -1.1228 -2.0689 1.0243 -0.6176
F 6.0369 5.9326 -1.0484 0.6025 -2.6535 -1.3037
F 5.6840 4.0489 -2.3966 1.1128 1.4461 1.9219
P 1.4281 3.5033 3.0055 2.4342 1.2187 3.5731
O 2.2799 4.0888 4.1824 -1.9483 -0.6768 -1.8977
O 1.4170 4.0789 0.0724 -0.2782 -2.2215 0.3257
C 0.4422 3.0930 -0.4439 1.9349 1.9168 -0.5534
C 0.5819 3.4472 -2.0243 -1.7585 -0.5248 -0.0999
C -0.1003 4.8260 -2.4404 1.4312 0.0687 0.0400
C 0.7629 6.1229 -2.1891 -0.6385 -0.2550 1.5494
F 1.9943 6.1966 -2.9098 -2.9953 0.6460 0.3339
C 0.3119 7.1657 -1.3492 0.8565 0.1119 -1.6082
F 0.0885 8.4520 -1.9144 1.4774 -2.1201 2.2328
F 0.0810 7.0746 0.0129 -0.8015 0.3087 -3.4039
C -0.8740 3.6131 0.2751 -0.7008 0.5306 -0.1444
C -2.2736 3.2092 -0.3298 -0.4494 0.1284 -0.0299
C -2.3418 2.0994 -1.4422 -0.6227 0.2914 -0.8093
F -3.1296 2.7687 0.7754 0.9130 0.2694 -1.0337
H -0.6704 -5.2194 -1.6771 0.2308 1.1714 -0.9292
H -1.5583 -3.6415 -1.9099 1.1343 -0.5811 -0.5338
H -1.0924 -4.6175 -3.3846 0.6056 0.3721 1.2454
H 0.4617 -2.5202 -4.2400 -0.0398 -0.1630 1.5284
H -0.6048 -1.9728 -2.8664 1.3996 -0.1093 -0.1429
H 2.1758 -1.7012 -1.7951 -0.7745 0.1845 -1.1433
H 2.3189 -1.3114 -3.6024 -0.7008 0.1673 1.2720
H -0.0873 -0.0770 -2.0777 1.3124 0.5526 -0.1114
H 1.0418 0.7026 -3.3568 -0.5120 -0.6802 1.4252
H 2.5733 1.5936 -1.8449 -0.9115 -0.6353 0.8509
H 2.5559 0.1374 -0.7573 -1.1367 1.0964 -0.6573
H -1.5735 1.0721 1.6588 0.5938 0.0412 0.4776
H -2.0000 -0.6711 0.0425 0.8175 -1.0318 0.8501
H -1.5805 -1.7240 1.5701 -0.0256 0.5310 -1.1166
H -1.3835 -2.3804 -0.1354 0.2914 1.2443 0.8577
H 0.6819 -2.7048 1.6303 0.1601 1.5090 -0.2431
H 1.3004 -1.0121 2.2408 -0.2804 -1.2488 -0.6622
H 2.0200 -1.8049 0.7495 -1.2387 0.0777 0.9901
H 2.0927 5.7601 2.1695 1.1516 -0.6172 -0.8989
H 3.8894 5.4117 2.1698 -1.4018 0.0491 -0.8009
H 3.3448 5.8656 -0.7665 -0.2903 -0.0620 1.1602
H 3.5505 3.6577 -1.1849 0.9391 -0.1880 1.4018
H 4.1626 2.1561 -0.3711 -0.2506 1.6898 0.3685
H 5.5210 4.6499 0.9266 -0.2923 -0.8795 -0.9603
H 6.1494 3.0106 0.4174 -1.1367 1.2999 -0.3399
H 0.3599 4.4395 2.8165 -0.2969 -0.7698 -0.1464
H 1.0195 2.2036 3.4394 -0.5556 0.4462 -0.5394
H 0.0345 2.6414 -2.6357 1.0538 1.0639 0.7342
H 1.6799 3.5016 -2.3267 -1.5548 -0.2521 0.5926
H -1.1347 5.0104 -2.0189 1.2890 -0.3009 -0.3206
H -0.2440 4.7731 -3.5816 0.2830 0.3686 1.5333
H -0.9149 3.4037 1.4014 0.3176 -0.0889 -1.8046
H -0.8139 4.7602 0.2244 0.0607 -1.7662 0.0215
H -2.7917 4.1514 -0.7315 0.5750 -1.4220 0.6628
H -3.3262 1.5180 -1.3510 1.4476 0.8161 0.0333
H -2.3984 2.6297 -2.4610 0.1802 -0.7805 1.4127
H -1.4708 1.3825 -1.5126 -0.9874 0.8256 0.4334
C 0.0770 -5.8919 7.4809 0.2961 0.0035 -0.0192
C -0.9629 -5.6907 6.3946 -0.0318 -0.3224 0.4541
O -0.4162 -4.9818 5.2752 0.0233 -0.1213 -0.3339
C 0.3873 -5.6968 4.4748 0.0859 0.2759 0.0993
O 0.6752 -6.8602 4.6100 -0.1403 0.2224 -0.0792
O 0.8369 -4.8843 3.5069 -0.2349 -0.2347 0.2442
C 1.7917 -5.4946 2.6389 0.2959 -0.1090 -0.3659
H 0.5130 -4.9335 7.7740 -0.1546 -0.0189 0.0270
H -0.3727 -6.3568 8.3607 -0.0285 0.0489 -0.0513
H 0.8980 -6.5266 7.1411 -0.1747 -0.0244 -0.0291
H -1.7792 -5.0800 6.7814 0.1006 0.1731 -0.2596
H -1.3958 -6.6415 6.0705 0.1988 0.0734 -0.0955
H 1.4028 -6.4212 2.2112 0.0575 0.0462 0.1976
H 2.7210 -5.6814 3.1805 -0.1196 -0.1252 -0.0310
H 1.9974 -4.7999 1.8250 -0.1736 0.1269 0.2039
C -7.5754 -4.5135 -4.1267 -0.1142 0.1623 0.2182
C -6.1843 -5.1089 -4.2361 -0.4843 -0.2191 -0.1914
O -5.2479 -4.3996 -3.4145 0.1943 -0.1097 0.2532
C -5.3297 -4.6474 -2.0991 0.0032 0.2439 -0.0766
O -6.1007 -5.4041 -1.5639 0.2303 0.1072 -0.1391
O -4.4172 -3.8860 -1.4766 -0.1869 -0.2530 -0.2522
C -4.4671 -3.9740 -0.0522 0.1065 0.0172 0.4809
H -7.5527 -3.4453 -4.3573 0.0373 -0.0957 -0.1184
H -8.2596 -5.0077 -4.8194 0.0746 0.0165 -0.0031
H -7.9794 -4.6145 -3.1172 0.0888 -0.1240 -0.0943
H -5.8293 -5.0175 -5.2631 0.2344 0.1514 0.1690
H -6.1814 -6.1739 -3.9867 0.0183 0.1608 0.1687
H -4.3941 -5.0107 0.2831 -0.1539 0.1057 -0.0993
H -5.3859 -3.5138 0.3169 0.0192 -0.1770 -0.0156
H -3.6165 -3.4219 0.3467 -0.0149 0.0340 -0.2898
```
Forces are in eV/Å.

Results
Kohn-Sham gap	6.7	eV
energy	-165308.1336	eV
charge	-1

=====

# 2
A gas-phase ion, C8H18N3O (charge +1). Source: the OMol25 dataset; level of theory: wB97M-V/def2-TZVPD.

Geometry as XYZ:
```
30
Properties=species:S:1:pos:R:3:forces:R:3
C 2.4236 1.4770 -1.0933 -2.5980 -1.0445 1.2943
C 1.4880 0.7672 0.0211 0.2453 -0.3071 0.3776
C 2.0090 0.8842 1.5029 0.0802 0.4903 -2.2225
C 1.3152 -0.8217 -0.3382 2.1248 0.8354 0.8607
N 0.0293 -1.4721 0.2377 1.0073 -1.8372 -0.0947
C -1.2562 -0.7637 -0.0371 0.0916 0.4344 -2.0877
C -2.4206 -1.4820 0.6158 3.7785 1.0952 3.2578
C -1.4629 -0.8077 -1.6188 -2.3334 2.5311 2.5117
C -0.9966 0.6197 0.5488 0.6525 2.1321 0.3947
N -2.1346 1.6548 0.5433 2.8937 1.2713 0.5290
O -3.1529 1.3461 0.1086 -2.7233 -1.2599 -1.1921
N 0.1325 1.3277 -0.1135 -0.9222 -3.6652 -0.3720
H 2.8357 0.7003 -1.6904 0.0915 -0.5144 -1.1050
H 3.2759 1.9343 -0.6753 0.6719 0.9492 0.7679
H 1.7428 2.1691 -1.6334 0.8957 -0.4770 0.0483
H 2.2468 1.9078 1.8066 0.3171 -0.2053 -0.3123
H 2.7959 0.1667 1.6879 0.3171 0.1195 0.2704
H 1.1362 0.6481 2.0192 -1.1888 -0.7258 1.6957
H 1.3095 -0.7646 -1.4364 -0.2550 -0.9789 0.5097
H 2.2665 -1.4116 0.1116 -2.4408 1.1928 -1.3054
H -0.0939 -2.5234 -0.0663 0.6356 2.4199 0.6944
H 0.1245 -1.4411 1.2649 0.2080 -0.4843 -0.3142
H -2.2502 -2.5113 0.7829 0.4599 -1.3197 0.0820
H -3.2096 -1.4088 0.0254 -3.8110 0.6697 -2.1597
H -2.5222 -1.0118 1.6026 -0.7202 -0.3325 -0.1404
H -1.9036 0.1826 -1.9185 0.3740 -0.8724 0.2685
H -2.2674 -1.5138 -1.7619 0.4048 -0.5621 -0.7246
H -0.5798 -0.8740 -2.1561 1.4362 -0.7110 -1.1133
H -0.9086 0.7418 1.6814 0.2258 -1.3914 -0.7532
H 0.0277 2.2803 -0.0216 0.0812 2.5479 0.3348
```
Forces are in eV/Å.

Results
Kohn-Sham gap	9.2	eV
relative energy (zero: lowest compared OMol25 entry of this formula, charge and spin)	219.7	kJ/mol
energy	-15095.1172	eV
charge	+1
SMILES string	CC1(C)C[NH2+]C(C)(C)[C@H](N=O)N1

=====

# 3
7 unconnected molecules or ions with the total composition C3H18IO6. Source: the OMol25 dataset; level of theory: wB97M-V/def2-TZVPD.

Geometry as XYZ:
```
28
Properties=species:S:1:pos:R:3:forces:R:3
I -0.2164 0.0046 -2.6530 0.0075 -0.0475 -0.0183
O -0.0833 2.0705 -8.5161 -0.0165 -0.1089 -0.3360
H 0.0806 3.0135 -8.5076 0.0788 0.2172 0.0624
H -0.4128 1.8762 -7.6387 -0.0409 -0.1210 0.3223
O -1.4973 -4.5709 -5.2417 -0.0779 -0.3904 -0.1304
H -2.1659 -3.8872 -5.2838 -0.1206 0.2312 0.0710
H -0.6687 -4.0937 -5.1972 0.2062 0.2075 0.1115
O 2.8463 -4.7596 -0.8797 0.0172 -0.2748 0.1647
H 3.7429 -4.7035 -1.2103 0.1890 0.0233 -0.0746
H 2.4046 -3.9969 -1.2531 -0.2431 0.2935 -0.0950
O 1.2574 4.8739 -5.1456 0.0668 0.1096 -0.2982
H 1.1892 5.7417 -4.7476 -0.0270 0.1885 0.0788
H 1.1542 4.2655 -4.4139 -0.0706 -0.3682 0.2004
O -3.5286 -3.3530 0.1324 -0.2800 -0.0840 0.2233
H -3.2685 -4.2062 -0.2150 0.0857 -0.1677 -0.0974
H -2.9454 -2.7296 -0.3006 0.2322 0.3041 -0.1659
C 0.4617 2.4266 4.7851 0.2957 -1.2510 0.3505
C 0.3663 0.8271 4.7133 -1.7542 1.6633 1.6800
C 0.0617 0.3029 6.1825 1.2557 0.0727 -1.5591
O -0.8027 0.5895 3.9143 0.3556 -0.2797 0.3812
H -0.3900 2.7869 5.3621 -0.2342 -0.3077 -0.0030
H 0.3643 2.9142 3.8150 0.3706 -0.1931 -0.1508
H 1.3238 2.8059 5.3337 0.3263 -0.1343 -0.2751
H 1.1778 0.2455 4.2760 0.4629 0.5339 0.1185
H -0.7847 0.8233 6.6308 -0.1575 -0.3909 -0.2332
H 0.9296 0.4643 6.8220 0.1618 0.4016 -0.0371
H 0.0165 -0.7854 6.1406 -0.7758 0.0181 0.0771
H -0.6124 1.0540 3.0961 -0.3137 -0.1453 -0.3676
```
Forces are in eV/Å.

Results
Kohn-Sham gap	6.7	eV
relative energy (zero: lowest compared OMol25 entry of this formula, charge and spin)	162.8	kJ/mol
energy	-23790.8367	eV
charge	-1

=====

# 4
3 unconnected molecules or ions with the total composition C12H22BrN4. Source: the OMol25 dataset; level of theory: wB97M-V/def2-TZVPD.

Geometry as XYZ:
```
39
Properties=species:S:1:pos:R:3:forces:R:3
C 2.2987 0.4293 -4.6461 -1.0395 0.1818 0.8368
C 0.9066 0.2942 -3.9043 1.2439 0.6466 -1.6385
N 0.8729 -0.8936 -3.0513 -1.1831 -2.9562 1.7438
C 1.2013 -1.0452 -1.6933 0.6407 0.7793 -0.0547
C 1.0170 -2.3425 -1.2535 -1.1085 2.0195 -1.9156
N 0.4248 -2.9672 -2.3333 0.0807 0.2529 -2.0777
C 0.3689 -2.0958 -3.4386 1.0633 -0.0141 2.6092
C 0.1577 -4.4103 -2.3872 0.3128 -0.9467 -0.7638
H 2.5278 -0.4489 -5.2496 0.0290 -0.1552 0.2691
H 3.0669 0.6417 -3.9025 0.1167 -0.1591 -0.1635
H 2.2638 1.2679 -5.3415 -0.1598 0.0926 0.1850
H 0.1452 0.1984 -4.6784 -0.1686 -0.3968 0.1832
H 0.6504 1.2062 -3.3652 0.2974 -0.2111 0.5685
H 1.5134 -0.1528 -1.1712 0.1612 0.0808 0.1548
H 1.0314 -2.7834 -0.2677 0.2585 0.0406 -0.2324
H 0.0731 -2.2678 -4.4629 -0.1930 -0.5164 0.2711
H 0.1917 -4.9671 -1.4508 -0.3910 0.9933 0.5424
H 0.9606 -4.9381 -2.9017 0.0684 0.3736 -0.5260
H -0.7764 -4.6446 -2.8978 0.0347 0.2855 0.1094
C -1.3415 0.2752 0.5375 0.1010 1.1815 0.7708
C -0.4817 0.0015 1.8051 -0.3893 -1.7964 -1.6368
N -0.5368 1.0522 2.7830 -1.4508 2.2251 3.8435
C -0.2181 2.4179 2.6272 -0.7736 -1.1270 0.7211
C -0.6632 3.0917 3.7615 0.1815 -0.3796 -1.4294
N -1.2637 2.2095 4.6052 0.7517 -4.0430 -1.6880
C -1.1481 0.9247 4.0393 1.2658 2.5207 -1.5968
C -1.8533 2.4774 5.9097 0.6002 1.1131 -0.1665
H -1.4571 -0.5696 -0.1415 0.5269 -0.0276 0.1511
H -0.9426 1.1655 0.0513 0.1925 -0.2000 -0.5320
H -2.3555 0.5558 0.8226 -0.0966 -0.1272 0.3112
H 0.5442 -0.2741 1.5610 0.1703 0.6404 -0.1318
H -0.8790 -0.9359 2.1945 -0.1036 0.2605 0.8184
H 0.2591 2.6968 1.6994 0.0877 0.5405 -0.1675
H -0.6682 4.1442 4.0038 0.1687 -0.0930 -0.2184
H -1.1956 -0.0372 4.5279 -0.6606 0.2268 0.1221
H -2.9421 2.4666 5.8597 0.1682 -0.5775 0.1950
H -1.5844 3.5144 6.1109 -0.0118 -0.0332 0.2648
H -1.3446 1.8610 6.6509 -0.6041 -0.1081 0.0473
Br 1.1761 2.8821 -1.0123 -0.1882 -0.5868 0.2207
```
Forces are in eV/Å.

Results
Kohn-Sham gap	6.7	eV
relative energy (zero: lowest compared OMol25 entry of this formula, charge and spin)	139.4	kJ/mol
energy	-88796.8299	eV
charge	+1

=====

# 5
C6H7IO2 in the gas phase. Source: the OMol25 dataset; level of theory: wB97M-V/def2-TZVPD.

Geometry as XYZ:
```
16
Properties=species:S:1:pos:R:3:forces:R:3
C 0.4097 -1.2083 0.0911 0.2799 -1.3343 -0.0474
C 0.0268 -0.5725 -1.2005 2.4696 0.9307 -2.1335
C -1.3023 0.0916 -0.8826 1.0817 0.0901 3.2228
C 1.5752 -0.8030 0.7402 0.8837 3.4701 -0.2743
C -1.1326 1.1048 0.3002 -0.4336 -1.3197 -0.6219
C -0.0144 0.9701 1.1864 2.4777 -1.5479 1.1375
O -0.3022 -2.0359 0.6453 -1.0648 -0.4676 0.1916
O 0.0388 1.9884 0.3410 0.3056 0.2776 0.1689
I 3.2242 0.1095 -0.2745 -0.4588 -0.3040 0.4886
H 0.9148 0.2193 -1.5233 -2.7001 -1.6397 0.8898
H 0.1244 -1.3326 -2.0616 -0.9282 1.0480 1.3509
H -1.7196 0.6165 -1.6450 -1.4173 1.2345 -2.4488
H -2.0226 -0.5621 -0.3655 0.1836 -0.4137 -0.8727
H 1.8346 -0.9714 1.7562 -0.0298 -0.7672 0.5068
H -2.0683 1.5520 0.6658 0.5143 -0.0211 -0.1426
H 0.4135 0.8335 2.2266 -1.1635 0.7640 -1.4156
```
Forces are in eV/Å.

Results
Kohn-Sham gap (alpha / beta)	7.9 / 7.9	eV
relative energy (zero: lowest compared OMol25 entry of this formula, charge and spin)	390.4	kJ/mol
energy	-18526.0460	eV
charge	0

=====

Number 1: largest force on an atom 4.49 eV/Å. Number 2: largest force on an atom 5.11 eV/Å. Number 3: largest force on an atom 2.94 eV/Å. Number 4: largest force on an atom 4.67 eV/Å. Number 5: largest force on an atom 3.59 eV/Å.